1.
Density functional theory data (ωB97M-V/def2-TZVPD) for a 5-piece molecular cluster, C14H41N3O5 overall at a distorted geometry.

Cartesian coordinates (Å):
C (22.967, -9.966, 16.127)
O (21.746, -9.842, 15.356)
C (21.968, -9.460, 14.027)
C (22.758, -10.507, 13.201)
C (22.698, -10.150, 11.645)
N (22.309, -11.860, 13.421)
H (23.435, -10.827, 15.652)
H (22.854, -10.141, 17.197)
H (23.662, -9.137, 15.995)
H (21.036, -9.151, 13.552)
H (22.475, -8.498, 13.946)
H (23.792, -10.426, 13.537)
H (22.994, -9.101, 11.656)
H (21.671, -10.144, 11.279)
H (23.374, -10.692, 10.985)
H (21.378, -11.613, 13.117)
H (22.183, -11.934, 14.420)
C (24.774, -9.174, 20.100)
O (25.119, -7.873, 20.570)
C (25.379, -7.768, 22.021)
C (26.659, -6.764, 22.195)
C (27.991, -7.469, 21.859)
N (26.710, -6.302, 23.581)
H (25.757, -9.642, 20.149)
H (24.546, -9.229, 19.036)
H (24.094, -9.719, 20.754)
H (24.534, -7.473, 22.643)
H (25.580, -8.757, 22.433)
H (26.547, -5.849, 21.614)
H (27.937, -8.398, 22.428)
H (28.857, -6.916, 22.220)
H (28.069, -7.702, 20.797)
H (27.256, -5.462, 23.707)
H (25.778, -5.974, 23.789)
C (18.993, -7.945, 16.501)
O (18.712, -6.603, 16.986)
C (18.896, -5.652, 15.953)
C (18.574, -4.239, 16.451)
C (18.179, -3.273, 15.280)
N (19.724, -3.717, 17.145)
H (20.033, -8.139, 16.237)
H (18.447, -8.157, 15.582)
H (18.678, -8.635, 17.283)
H (19.893, -5.718, 15.516)
H (18.284, -5.920, 15.092)
H (17.662, -4.223, 17.047)
H (17.282, -3.460, 14.690)
H (18.905, -3.339, 14.469)
H (18.152, -2.243, 15.636)
H (19.816, -4.335, 17.939)
H (19.529, -2.833, 17.594)
C (23.405, -6.498, 9.992)
O (22.311, -6.611, 10.773)
H (23.378, -6.076, 8.988)
H (24.246, -6.027, 10.500)
H (23.878, -7.476, 9.901)
H (22.490, -6.256, 11.648)
C (24.596, -13.851, 16.406)
O (25.917, -13.655, 16.035)
H (23.995, -12.948, 16.511)
H (24.035, -14.598, 15.844)
H (24.612, -14.045, 17.478)
H (26.345, -14.475, 15.779)

Total charge ... 0
Energy relative to the best compared isomer or geometry (same formula, charge and spin) ... 343.2 kJ/mol
Highest occupied orbital energy ... -9.38 eV
LUMO level ... 0.54 eV
SMILES ... COC[C@H](C)N.COC[C@H](C)N.COC[C@H](C)N.CO.CO
Spin multiplicity ... 1
DFT total energy ... -29885.5044 eV
Orbital gap ... 9.9 eV
Molecular weight ... 331.498 g/mol


2.
Density functional theory data (ωB97M-V/def2-TZVPD) for C14H42Ba4F3O12 as an isolated structure at a distorted geometry.

Cartesian coordinates (Å):
Ba (5.481, -0.906, 0.688)
Ba (2.781, 1.205, 5.044)
Ba (3.020, 4.487, -0.068)
Ba (4.089, -4.112, 4.717)
C (3.758, 0.985, -4.422)
O (4.203, -0.313, -4.782)
O (4.313, 1.242, -3.130)
C (3.969, 2.135, -5.455)
F (3.214, 2.063, -6.613)
F (3.653, 3.326, -4.930)
F (5.213, 2.169, -5.895)
C (3.630, -0.874, -5.942)
C (4.185, -2.267, -6.169)
H (3.754, -2.883, -5.380)
H (3.695, -2.591, -7.087)
H (5.245, -2.485, -6.292)
H (4.024, -0.361, -6.820)
H (2.542, -0.907, -5.884)
H (2.670, 1.014, -4.353)
O (0.498, 1.844, 1.821)
C (0.099, 0.675, 1.040)
C (0.389, -0.861, 1.510)
O (1.631, -1.223, 2.152)
H (0.633, 0.709, 0.090)
H (-0.897, 0.782, 0.609)
H (0.177, -1.482, 0.639)
H (-0.457, -1.022, 2.178)
C (-5.213, -0.930, -0.247)
O (-5.753, -1.183, -1.516)
H (-5.714, -0.037, 0.129)
H (-5.346, -1.725, 0.487)
H (-4.174, -0.621, -0.368)
H (-6.645, -0.829, -1.531)
C (-2.879, -5.179, 2.385)
O (-3.245, -6.516, 2.665)
H (-1.847, -5.052, 2.712)
H (-2.866, -4.973, 1.314)
H (-3.570, -4.452, 2.809)
H (-2.849, -7.045, 1.969)
C (2.269, -5.317, -1.082)
O (3.463, -4.579, -1.194)
H (2.576, -6.362, -1.116)
H (1.657, -5.058, -0.218)
H (1.635, -5.128, -1.949)
H (4.004, -4.785, -0.428)
C (-3.398, 4.753, 2.155)
O (-2.480, 4.522, 3.139)
H (-4.092, 5.515, 2.510)
H (-2.919, 5.199, 1.283)
H (-3.890, 3.806, 1.934)
H (-1.784, 3.984, 2.753)
C (-2.017, -0.094, 6.576)
O (-1.100, 0.910, 6.946)
H (-2.945, 0.140, 7.097)
H (-2.035, -0.198, 5.491)
H (-1.653, -1.061, 6.925)
H (-1.242, 0.922, 7.895)
C (-1.284, -2.016, -3.214)
O (-2.530, -1.992, -4.009)
H (-1.542, -2.630, -2.351)
H (-0.576, -2.626, -3.775)
H (-1.040, -1.025, -2.831)
H (-3.295, -1.979, -3.430)
C (-0.937, 3.874, -3.504)
O (-0.263, 4.612, -2.460)
H (-1.957, 4.214, -3.681)
H (-0.434, 4.026, -4.459)
H (-0.864, 2.803, -3.314)
H (-0.652, 5.485, -2.375)
C (0.749, 4.730, 7.456)
O (1.011, 4.589, 6.046)
H (-0.299, 4.613, 7.731)
H (1.229, 3.991, 8.098)
H (1.035, 5.747, 7.728)
H (0.189, 4.608, 5.551)

Total charge ... +5
Highest occupied orbital energy ... -17.41 eV
LUMO level ... -15.75 eV
Spin multiplicity ... 1
DFT total energy ... -50626.6707 eV
Orbital gap ... 1.7 eV
Molecular weight ... 1008.784 g/mol


3.
Density functional theory data (ωB97M-V/def2-TZVPD) for a 8-piece molecular cluster, C14H42BrO7 overall at a distorted geometry.

Cartesian coordinates (Å):
Br (-0.535, 0.410, 0.107)
C (-0.532, -2.574, 3.998)
C (-0.504, -3.296, 2.619)
O (0.283, -2.563, 1.736)
H (-1.106, -3.135, 4.736)
H (-0.899, -1.549, 3.953)
H (0.495, -2.517, 4.359)
H (-1.511, -3.429, 2.223)
H (-0.071, -4.284, 2.777)
H (-0.204, -1.774, 1.489)
C (-2.780, -4.234, -1.487)
C (-2.349, -2.905, -0.862)
O (-0.915, -2.693, -1.071)
H (-3.863, -4.347, -1.431)
H (-2.237, -5.026, -0.972)
H (-2.532, -4.246, -2.548)
H (-2.543, -2.800, 0.206)
H (-2.871, -2.065, -1.320)
H (-0.709, -1.777, -0.875)
C (-4.086, 3.659, -2.103)
C (-3.957, 2.670, -0.918)
O (-2.793, 3.018, -0.156)
H (-3.263, 3.619, -2.817)
H (-4.275, 4.667, -1.733)
H (-4.969, 3.450, -2.706)
H (-3.784, 1.683, -1.348)
H (-4.825, 2.666, -0.259)
H (-2.357, 2.236, 0.190)
C (1.415, 2.284, 4.808)
C (0.426, 1.564, 3.830)
O (-0.050, 2.540, 2.894)
H (0.835, 2.891, 5.503)
H (2.248, 2.759, 4.290)
H (1.808, 1.558, 5.521)
H (-0.403, 1.074, 4.340)
H (0.875, 0.697, 3.346)
H (-0.146, 2.098, 2.047)
C (3.729, 1.395, 1.508)
C (3.609, 0.329, 0.470)
O (2.663, -0.676, 0.770)
H (3.896, 1.006, 2.513)
H (2.870, 2.065, 1.563)
H (4.560, 2.038, 1.217)
H (4.552, -0.187, 0.289)
H (3.504, 0.762, -0.525)
H (1.765, -0.350, 0.674)
C (-0.688, 2.885, -3.280)
C (0.476, 1.921, -3.576)
O (1.277, 1.944, -2.405)
H (-1.489, 2.746, -4.006)
H (-0.304, 3.903, -3.338)
H (-1.053, 2.788, -2.257)
H (1.004, 2.292, -4.454)
H (0.082, 0.929, -3.798)
H (0.706, 1.643, -1.695)
C (1.937, -1.200, -2.614)
C (2.373, -2.651, -2.546)
O (3.262, -2.749, -1.441)
H (1.275, -1.077, -3.472)
H (2.806, -0.546, -2.677)
H (1.410, -0.866, -1.720)
H (2.812, -2.996, -3.482)
H (1.592, -3.390, -2.365)
H (4.058, -2.286, -1.716)

Total charge ... -1
Energy relative to the best compared isomer or geometry (same formula, charge and spin) ... 0.0 kJ/mol
Highest occupied orbital energy ... -6.31 eV
LUMO level ... 3.09 eV
Spin multiplicity ... 1
DFT total energy ... -99575.5741 eV
Orbital gap ... 9.4 eV
Molecular weight ... 402.387 g/mol


4.
Density functional theory data (ωB97M-V/def2-TZVPD) for a 14-piece molecular cluster, C14H42N14O28 overall at a distorted geometry.

Cartesian coordinates (Å):
C (5.481, -0.297, 0.559)
N (4.057, 0.094, 0.413)
O (3.732, 1.184, 0.839)
O (3.293, -0.703, -0.089)
H (5.658, -0.518, 1.606)
H (6.078, 0.554, 0.247)
H (5.658, -1.142, -0.098)
C (2.793, -1.824, -3.785)
N (3.721, -2.854, -3.256)
O (4.278, -2.556, -2.223)
O (3.840, -3.909, -3.842)
H (2.067, -1.638, -2.997)
H (2.323, -2.140, -4.709)
H (3.366, -0.916, -3.952)
C (-2.382, -0.480, 3.947)
N (-3.727, -1.086, 4.173)
O (-4.671, -0.333, 4.266)
O (-3.803, -2.302, 4.161)
H (-2.318, -0.347, 2.868)
H (-1.648, -1.198, 4.292)
H (-2.350, 0.478, 4.448)
C (-2.241, -4.256, 1.615)
N (-0.930, -3.729, 2.060)
O (-0.789, -3.513, 3.241)
O (-0.114, -3.455, 1.199)
H (-2.830, -3.368, 1.394)
H (-2.673, -4.812, 2.438)
H (-2.121, -4.850, 0.716)
C (-2.289, 2.923, 0.985)
N (-3.694, 2.995, 1.502)
O (-4.395, 3.922, 1.182)
O (-4.029, 2.072, 2.225)
H (-2.155, 3.658, 0.201)
H (-2.224, 1.925, 0.562)
H (-1.638, 3.029, 1.844)
C (-1.517, -0.476, -5.276)
N (-1.054, -1.025, -3.970)
O (-0.839, -2.213, -3.918)
O (-1.024, -0.287, -3.000)
H (-2.514, -0.867, -5.437)
H (-0.826, -0.834, -6.035)
H (-1.464, 0.607, -5.224)
C (0.383, -0.717, -0.084)
N (0.096, 0.647, 0.399)
O (-0.226, 0.768, 1.560)
O (0.137, 1.567, -0.398)
H (0.983, -1.253, 0.636)
H (0.845, -0.688, -1.061)
H (-0.608, -1.150, -0.226)
C (-5.069, -1.016, 1.169)
N (-4.127, -0.196, 0.368)
O (-2.935, -0.446, 0.398)
O (-4.627, 0.683, -0.301)
H (-5.519, -1.721, 0.472)
H (-5.821, -0.339, 1.554)
H (-4.548, -1.553, 1.954)
C (2.015, 1.977, 3.501)
N (1.468, 2.845, 4.579)
O (2.200, 3.667, 5.076)
O (0.301, 2.663, 4.886)
H (1.417, 2.156, 2.611)
H (1.868, 0.948, 3.812)
H (3.056, 2.228, 3.354)
C (-3.133, 2.385, -2.524)
N (-3.036, 3.079, -3.830)
O (-1.927, 3.122, -4.347)
O (-4.037, 3.552, -4.302)
H (-3.448, 3.116, -1.781)
H (-2.131, 2.081, -2.233)
H (-3.804, 1.539, -2.568)
C (2.545, -2.835, 2.544)
N (3.631, -2.083, 3.242)
O (4.454, -2.723, 3.860)
O (3.638, -0.872, 3.121)
H (2.920, -3.074, 1.551)
H (1.668, -2.202, 2.494)
H (2.368, -3.744, 3.106)
C (1.010, 4.857, 0.867)
N (2.462, 4.632, 1.103)
O (2.856, 4.654, 2.253)
O (3.147, 4.427, 0.126)
H (0.677, 4.012, 0.266)
H (0.913, 5.790, 0.324)
H (0.506, 4.861, 1.826)
C (0.988, -4.123, -1.636)
N (0.619, -5.294, -0.791)
O (-0.476, -5.799, -0.974)
O (1.423, -5.647, 0.040)
H (0.188, -3.989, -2.352)
H (1.924, -4.362, -2.130)
H (1.100, -3.291, -0.948)
C (1.010, 2.403, -3.596)
N (1.189, 3.867, -3.819)
O (0.825, 4.623, -2.944)
O (1.692, 4.201, -4.870)
H (1.985, 1.930, -3.563)
H (0.320, 2.019, -4.333)
H (0.565, 2.307, -2.609)

Total charge ... 0
Energy relative to the best compared isomer or geometry (same formula, charge and spin) ... 0.0 kJ/mol
Highest occupied orbital energy ... -10.84 eV
LUMO level ... -1.10 eV
Spin multiplicity ... 1
DFT total energy ... -93352.2722 eV
Orbital gap ... 9.7 eV
Molecular weight ... 854.560 g/mol